Record 1
Molecular formula: C12H26F36N6O37S12
Method: DFT, ωB97M-V/def2-TZVPD

```
! RIJCOSX wB97M-V def2-TZVPD def2/J DEFGRID3
* xyz -5 2
C -2.456 1.568 1.860
F -3.635 1.386 1.262
F -1.697 2.457 1.146
F -2.770 2.048 3.002
S -1.528 -0.075 2.228
O -0.629 0.210 3.384
O -2.626 -1.049 2.426
N -0.842 -0.492 0.710
S 0.584 0.075 0.877
O 0.819 1.449 1.322
O 1.390 -0.910 1.593
C 1.211 0.134 -0.926
F 0.452 0.832 -1.854
F 2.476 0.680 -0.967
F 1.292 -1.175 -1.347
C 3.971 0.183 7.482
F 5.186 0.534 7.795
F 3.171 0.569 8.486
F 3.564 0.661 6.322
S 3.785 -1.790 7.535
O 5.017 -2.437 7.128
O 3.409 -2.120 8.895
N 2.300 -1.975 6.550
S 2.884 -2.183 5.131
O 1.864 -2.065 4.103
O 4.043 -1.373 4.765
C 3.481 -4.075 4.939
F 2.932 -4.728 5.967
F 3.117 -4.685 3.760
F 4.812 -4.079 5.131
C 0.428 4.041 -4.610
F -0.621 4.782 -4.201
F 1.265 4.720 -5.390
F 1.075 3.693 -3.456
S -0.192 2.529 -5.588
O -0.161 1.475 -4.595
O -1.557 2.900 -6.103
N 1.139 2.270 -6.738
S 0.586 3.013 -8.102
O -0.395 4.141 -7.975
O 1.763 3.246 -8.964
C -0.436 1.617 -9.024
F -0.560 2.033 -10.269
F 0.229 0.462 -8.934
F -1.662 1.494 -8.568
C -5.750 5.591 -2.538
F -6.294 4.570 -3.217
F -6.312 6.722 -2.923
F -6.066 5.394 -1.319
S -3.781 5.505 -2.874
O -3.390 4.135 -2.964
O -3.497 6.317 -4.068
N -3.253 6.472 -1.470
S -2.840 5.533 -0.294
O -2.688 6.357 0.923
O -3.695 4.408 -0.098
C -1.059 4.878 -0.858
F -1.181 3.752 -1.476
F -0.445 5.818 -1.532
F -0.430 4.714 0.309
C 5.086 -1.301 -1.922
F 4.502 -2.312 -1.216
F 5.792 -1.875 -2.876
F 4.148 -0.529 -2.586
S 6.174 -0.175 -0.736
O 7.305 0.267 -1.531
O 5.429 0.972 -0.120
N 6.572 -1.458 0.446
S 5.616 -1.270 1.758
O 4.271 -0.910 1.434
O 5.704 -2.379 2.708
C 6.444 0.315 2.720
F 6.890 1.232 1.910
F 5.585 0.923 3.551
F 7.426 -0.208 3.394
C -3.572 -6.163 -4.862
F -4.682 -6.953 -4.596
F -3.134 -6.307 -6.117
F -3.775 -4.861 -4.430
S -2.071 -6.766 -3.815
O -2.567 -7.268 -2.526
O -1.393 -7.821 -4.553
N -1.156 -5.240 -3.537
S 0.268 -5.672 -3.838
O 0.735 -6.692 -2.897
O 0.471 -5.867 -5.283
C 1.224 -4.060 -3.259
F 0.521 -2.966 -3.733
F 1.194 -4.092 -1.876
F 2.479 -4.063 -3.612
O -5.117 0.097 3.987
H -4.613 -0.716 3.990
H -4.636 0.679 4.575
O -2.179 -0.312 -1.597
H -1.675 -0.353 -0.785
H -1.602 0.136 -2.216
O -6.174 2.196 0.584
H -5.926 2.061 -0.331
H -5.427 2.652 0.971
O -3.215 -4.077 1.830
H -2.902 -3.753 2.674
H -3.957 -4.642 2.050
O -6.162 -0.229 1.075
H -6.057 -0.512 1.984
H -6.017 0.717 1.100
O -1.030 -3.193 0.372
H -0.128 -3.506 0.436
H -0.960 -2.241 0.450
O 1.550 -3.692 1.513
H 1.236 -2.850 1.842
H 0.902 -4.327 1.819
O -3.681 -2.114 -0.110
H -4.594 -1.835 -0.169
H -3.175 -1.312 -0.239
O -3.598 1.684 5.825
H -2.710 2.043 5.809
H -3.995 2.059 6.610
O 0.026 -0.176 6.074
H -0.225 0.680 6.422
H -0.092 -0.094 5.127
O 0.975 3.960 3.535
H 1.316 3.069 3.615
H 0.211 3.874 2.964
O 2.481 1.579 3.617
H 2.439 0.663 3.343
H 3.376 1.850 3.411
O 2.737 1.215 -4.349
H 1.957 1.320 -3.804
H 3.357 0.743 -3.793
*
```

Summary:
Kohn-Sham gap (alpha / beta) = 7.7 / 2.8 eV
Electronic energy = -11958.1469 Ha
⟨S²⟩ = 0.756

Record 2
Molecular formula: C12H26GeI2N2S4Ti
Method: DFT, ωB97M-V/def2-TZVPD

```
! RIJCOSX wB97M-V def2-TZVPD def2/J DEFGRID3
* xyz -2 1
Ti 0.824 0.102 -0.405
C -0.327 3.141 -0.808
C 0.447 2.772 -2.068
N 0.096 1.425 -2.494
C -1.251 1.315 -3.046
C -2.343 0.974 -2.027
S -1.849 -0.226 -0.748
C -2.366 0.723 0.709
C -1.464 1.927 1.047
N -0.287 2.050 0.184
H 0.107 4.049 -0.377
H -1.368 3.356 -1.054
H 0.225 3.520 -2.846
H 1.517 2.798 -1.860
H 0.778 1.073 -3.156
H -1.539 2.255 -3.545
H -1.226 0.521 -3.784
H -2.699 1.864 -1.509
H -3.189 0.544 -2.565
H -3.408 1.029 0.583
H -2.336 0.005 1.527
H -2.043 2.857 1.021
H -1.096 1.798 2.065
H 0.519 2.239 0.782
I 3.124 -0.247 -2.291
C 5.170 0.738 -2.133
I 2.938 2.361 0.640
H 5.625 0.084 -2.906
H 5.470 0.234 -1.197
S -0.724 -4.632 -1.981
C -0.486 -2.976 -2.132
S 0.602 -2.283 -0.926
S -1.190 -2.001 -3.317
C 0.167 -1.419 4.250
Ge 0.316 -1.975 2.336
C 1.657 -3.417 2.337
C -1.454 -2.736 1.917
C 0.873 -0.414 1.339
H -0.074 -2.279 4.882
H -0.616 -0.668 4.376
H 1.110 -0.988 4.595
H 1.302 -4.235 2.971
H 2.601 -3.043 2.740
H 1.822 -3.790 1.329
H -1.540 -3.707 2.413
H -1.578 -2.893 0.846
H -2.256 -2.097 2.295
H 1.420 0.275 1.991
*
```

Summary:
Energy above the lowest of the compared OMol25 structures with the same formula, charge and spin = 20.0 kcal per mole
Kohn-Sham gap = 5.2 eV
Electronic energy = -5696.8546 Ha